Entry from OMol25: a cluster of 2 separate species, C3H7NO in total at a distorted geometry (wB97M-V/def2-TZVPD).

```
12
Properties=species:S:1:pos:R:3
C 0.79097 -0.11664 -0.73315
C 0.89847 -0.25632 0.77413
C 0.04379 -1.13455 -0.00675
N -2.44671 0.46489 0.19627
O -2.16163 -0.79626 -0.05355
H 0.27015 0.75606 -1.10973
H 1.59798 -0.42890 -1.38581
H 1.78688 -0.69572 1.21371
H 0.46507 0.52590 1.38050
H -0.02945 -2.19259 -0.11902
H -2.12534 1.11839 -0.51288
H -2.23814 0.76205 1.15115
```

HOMO-LUMO gap (spin up / spin down) ... 9.48 / 8.38 eV
LUMO (spin up / spin down) ... 0.7 / 0.5 eV

Entry from OMol25: a cluster of 2 separate species, C3H7NO in total (wB97M-V/def2-TZVPD).

```
12
Properties=species:S:1:pos:R:3
O -1.27182 0.04440 1.52271
C -1.40582 0.37874 0.37120
C -0.56769 -0.11400 -0.76668
C 0.92575 -0.04537 -0.73474
N 0.24081 -1.30082 -0.51923
H 0.79456 0.42105 2.29399
H 1.37899 0.87162 2.39353
H -2.19028 1.11029 0.08314
H -1.02531 0.02127 -1.74639
H 1.42888 0.36217 0.13674
H 1.42319 0.13758 -1.68630
H 0.26874 -1.88692 -1.34797
```

HOMO-LUMO gap ... 10.76 eV
LUMO ... 0.9 eV
SMILES ... O=C[C@H]1CN1.[H][H]

Entry from OMol25: a cluster of 2 separate species, C3H7NO in total at a distorted geometry (wB97M-V/def2-TZVPD).

```
12
Properties=species:S:1:pos:R:3
O 0.52925 1.43895 -2.06854
C -0.40022 2.21892 -2.13687
H -0.35537 3.29403 -1.82839
H -1.25857 1.96376 -2.80972
C 0.49894 -0.26158 1.08816
C -0.64183 -2.10658 1.98197
N 0.19854 -1.63430 1.14936
H 1.51121 -0.09725 1.53097
H 0.44513 0.02653 0.05069
H -0.32403 0.29919 1.40893
H -1.17553 -3.01889 1.73327
H -1.20799 -1.64339 2.81741
```

HOMO-LUMO gap ... 9.65 eV
LUMO ... 0.5 eV
SMILES ... C=NC.C=O

Entry from OMol25: a cluster of 2 separate species, C3H7NO in total at a distorted geometry (wB97M-V/def2-TZVPD).

```
12
Properties=species:S:1:pos:R:3
C 1.19886 -0.03684 0.11537
C 0.30141 0.77158 -0.42945
C -1.17439 0.75945 -0.08469
O -1.95001 1.61994 -0.61813
N 1.35398 -2.53251 0.76777
H 2.23367 0.30799 0.27194
H 1.12869 -1.21077 0.32962
H 0.55236 1.54487 -1.15013
H -1.28819 0.64663 1.02116
H -1.40592 -0.26563 -0.50947
H 1.95603 -2.74440 1.55234
H 0.78757 -3.35930 0.55576
```

HOMO-LUMO gap ... 4.61 eV
LUMO ... -3.6 eV

Entry from OMol25: the molecule C3H7NO at a distorted geometry (wB97M-V/def2-TZVPD).

```
12
Properties=species:S:1:pos:R:3
C -1.25072 -0.84285 0.11826
C 0.47091 0.83990 -0.02468
C 1.67605 -0.01325 0.03315
H -1.43562 -0.54094 1.16872
H -0.65186 -1.77222 0.16482
H -2.21305 -1.13091 -0.28997
H -1.32186 0.86503 -0.94381
H 0.30095 1.28603 0.99417
H 0.72271 1.72330 -0.64297
H 2.54958 0.53706 0.51639
N -0.64010 0.18583 -0.68914
O 1.79301 -1.13697 -0.40495
```

HOMO-LUMO gap ... 10.22 eV
LUMO ... 1.0 eV
SMILES ... CNCC=O

Entry from OMol25: the molecule C3H7NO (wB97M-V/def2-TZVPD).

```
12
Properties=species:S:1:pos:R:3
C -2.05195 0.15475 -0.34617
N -0.60660 -0.12099 0.33732
C 0.55953 -0.09114 -0.43620
O 0.53208 -0.39733 -1.60741
C 1.79629 0.35558 0.30597
H -1.27528 -0.99043 0.11545
H -1.95211 -0.22026 -1.36304
H -2.77319 -0.37872 0.28355
H -0.55854 0.25219 1.27674
H 1.85514 1.44980 0.28857
H 2.67377 -0.04221 -0.20558
H 1.80087 0.02874 1.35081
```

HOMO-LUMO gap ... 8.03 eV
LUMO ... 0.6 eV

Entry from OMol25: a cluster of 2 separate species, C3H7NO in total at a distorted geometry (wB97M-V/def2-TZVPD).

```
12
Properties=species:S:1:pos:R:3
C 0.19000 -0.49502 0.76467
C 2.27373 0.47279 -0.25404
C -2.16392 -0.17637 -0.18358
N 1.32542 -0.01734 0.65801
O -1.01017 -0.53333 -0.82839
H -0.60029 -0.73454 1.42508
H 2.85779 1.15400 0.27129
H 1.72610 0.80022 -1.17507
H 2.94543 -0.38739 -0.61240
H -3.00454 -0.24916 -0.92727
H -1.96166 0.91642 0.21206
H -2.57789 -0.75028 0.64963
```

HOMO-LUMO gap ... 9.48 eV
LUMO ... 0.7 eV

Entry from OMol25: the molecule C3H7NO at a distorted geometry (wB97M-V/def2-TZVPD).

```
12
Properties=species:S:1:pos:R:3
C -1.55748 0.59183 0.30607
C -2.23324 -0.74045 0.05214
C 2.27185 0.28760 -0.12782
N -0.34554 0.80523 0.17791
O 0.93709 -0.16472 -0.36294
H -1.65846 -1.73830 0.31567
H -3.14401 -0.89922 0.50494
H -2.22127 -0.76298 -1.03619
H 2.90644 -0.49830 -0.31738
H 2.59219 1.05047 -0.73923
H 2.28507 0.42162 0.96089
H 0.16735 1.64722 0.26594
```

HOMO-LUMO gap ... 9.25 eV
LUMO ... 0.9 eV